(1)
{
  "formula": "C33H75O18P3",
  "method": "ωB97M-V/def2-TZVPD",
  "relative_energy_kj_mol": 251.0,
  "total_charge": 0,
  "symbols": ["C", "O", "P", "O", "O", "C", "O", "C", "H", "H", "H", "H", "H", "H", "H", "H", "H", "C", "O", "P", "O", "O", "C", "O", "C", "H", "H", "H", "H", "H", "H", "H", "H", "H", "C", "O", "P", "O", "O", "C", "O", "C", "H", "H", "H", "H", "H", "H", "H", "H", "H", "C", "C", "C", "O", "C", "H", "H", "H", "H", "H", "H", "H", "H", "C", "C", "C", "O", "C", "H", "H", "H", "H", "H", "H", "H", "H", "C", "C", "C", "O", "C", "H", "H", "H", "H", "H", "H", "H", "H", "C", "C", "C", "O", "C", "H", "H", "H", "H", "H", "H", "H", "H", "C", "C", "C", "O", "C", "H", "H", "H", "H", "H", "H", "H", "H", "C", "C", "C", "O", "C", "H", "H", "H", "H", "H", "H", "H", "H"],
  "xyz": [[-4.87, 5.87, 2.06], [-5.35, 7.23, 2.23], [-6.82, 7.66, 1.64], [-7.27, 9.09, 1.57], [-6.64, 7.07, 0.14], [-5.63, 7.67, -0.74], [-7.78, 6.51, 2.29], [-9.11, 6.52, 1.86], [-3.82, 5.75, 2.36], [-4.90, 5.46, 1.05], [-5.44, 5.19, 2.70], [-4.97, 8.44, -0.32], [-6.18, 8.08, -1.59], [-4.93, 6.89, -1.05], [-9.24, 5.57, 1.34], [-9.42, 7.24, 1.10], [-9.67, 6.61, 2.79], [3.50, 4.88, 3.07], [2.96, 5.38, 1.79], [3.99, 6.29, 0.82], [3.42, 6.66, -0.46], [5.29, 5.30, 0.94], [5.85, 4.53, -0.09], [4.47, 7.61, 1.74], [5.65, 8.33, 1.37], [4.57, 4.72, 3.11], [3.15, 3.85, 3.18], [3.18, 5.45, 3.93], [5.09, 4.50, -0.88], [6.03, 3.47, 0.10], [6.77, 4.97, -0.46], [5.46, 9.25, 0.82], [6.26, 7.62, 0.81], [6.25, 8.48, 2.27], [10.49, -2.70, -2.87], [9.16, -2.27, -2.91], [8.28, -2.34, -4.37], [7.87, -3.74, -4.87], [9.12, -1.39, -5.44], [8.59, -1.23, -6.69], [6.97, -1.48, -3.89], [5.98, -2.09, -3.00], [11.08, -1.88, -2.46], [10.89, -2.68, -3.89], [10.62, -3.57, -2.22], [8.33, -0.18, -6.61], [7.61, -1.68, -6.84], [9.29, -1.50, -7.47], [5.39, -1.39, -2.42], [6.37, -2.82, -2.30], [5.17, -2.54, -3.57], [-7.57, -0.55, -3.12], [-6.73, 0.24, -4.14], [-6.23, 1.39, -3.19], [-7.31, 1.66, -2.22], [-8.20, 0.48, -2.19], [-6.81, -1.15, -2.63], [-8.23, -1.31, -3.54], [-7.39, 0.59, -4.93], [-5.96, -0.26, -4.73], [-5.92, 2.32, -3.65], [-5.40, 1.13, -2.54], [-9.13, 0.85, -2.60], [-8.36, -0.04, -1.25], [-6.56, -5.10, 5.27], [-6.33, -4.03, 4.22], [-5.09, -3.31, 4.62], [-5.17, -3.34, 6.04], [-5.85, -4.53, 6.48], [-6.20, -6.09, 4.99], [-7.62, -5.23, 5.48], [-7.18, -3.35, 4.18], [-6.25, -4.66, 3.34], [-4.96, -2.28, 4.29], [-4.21, -3.90, 4.34], [-6.56, -4.19, 7.23], [-5.08, -5.25, 6.77], [0.90, -7.50, 1.46], [2.36, -7.17, 1.57], [2.76, -7.91, 2.85], [1.48, -7.85, 3.69], [0.37, -8.00, 2.86], [0.74, -8.30, 0.74], [0.24, -6.69, 1.16], [2.44, -6.09, 1.67], [2.97, -7.60, 0.77], [3.71, -7.50, 3.21], [3.09, -8.94, 2.71], [-0.57, -7.55, 3.17], [-0.03, -9.01, 2.75], [1.54, -1.28, 7.00], [2.39, -2.28, 6.25], [2.58, -3.27, 7.46], [2.39, -2.58, 8.63], [2.23, -1.23, 8.30], [0.53, -1.69, 7.03], [1.43, -0.30, 6.53], [3.33, -1.91, 5.84], [1.95, -2.84, 5.42], [3.48, -3.86, 7.30], [1.79, -4.02, 7.47], [3.24, -0.81, 8.24], [1.85, -0.64, 9.14], [-0.46, -0.92, 0.17], [-0.61, 0.60, 0.15], [0.10, 0.96, -1.17], [-0.01, -0.18, -2.06], [-0.81, -1.18, -1.34], [-1.09, -1.28, 0.98], [0.60, -1.12, 0.33], [0.09, 0.99, 0.90], [-1.66, 0.86, 0.25], [1.16, 0.99, -0.89], [-0.19, 1.90, -1.65], [-0.49, -2.13, -1.77], [-1.84, -1.05, -1.65], [0.34, 0.20, -9.01], [0.53, -1.20, -8.43], [1.96, -1.21, -7.86], [2.68, -0.17, -8.63], [1.79, 0.79, -9.05], [-0.31, 0.72, -8.30], [-0.10, 0.18, -10.01], [0.41, -1.80, -9.33], [-0.20, -1.45, -7.66], [2.45, -2.16, -8.07], [1.94, -0.99, -6.79], [1.97, 1.06, -10.09], [1.80, 1.70, -8.44]]
}

(2)
{
  "formula": "C48H58BF4N10",
  "method": "ωB97M-V/def2-TZVPD",
  "total_charge": 3,
  "symbols": ["C", "N", "C", "C", "C", "C", "C", "C", "C", "C", "N", "C", "C", "C", "H", "H", "H", "H", "H", "H", "H", "H", "H", "H", "H", "H", "H", "H", "C", "N", "C", "C", "C", "C", "C", "C", "C", "C", "N", "C", "C", "C", "H", "H", "H", "H", "H", "H", "H", "H", "H", "H", "H", "H", "H", "H", "B", "F", "F", "F", "F", "N", "C", "C", "C", "C", "H", "H", "H", "H", "H", "N", "C", "C", "C", "C", "H", "H", "H", "H", "H", "N", "C", "C", "C", "C", "H", "H", "H", "H", "H", "N", "C", "C", "C", "C", "H", "H", "H", "H", "H", "N", "C", "C", "C", "C", "H", "H", "H", "H", "H", "N", "C", "C", "C", "C", "H", "H", "H", "H", "H"],
  "xyz": [[-12.68, 31.75, 44.50], [-13.96, 31.19, 44.00], [-14.88, 30.83, 44.92], [-16.16, 30.56, 44.52], [-16.46, 30.42, 43.16], [-15.46, 30.72, 42.22], [-14.21, 31.10, 42.69], [-17.80, 29.99, 42.71], [-17.98, 29.15, 41.63], [-19.26, 28.65, 41.37], [-20.33, 28.93, 42.10], [-20.27, 29.80, 43.13], [-18.98, 30.35, 43.46], [-21.70, 28.48, 41.71], [-11.84, 31.08, 44.32], [-12.70, 31.80, 45.59], [-12.49, 32.68, 43.96], [-14.57, 30.85, 45.95], [-16.89, 30.47, 45.31], [-15.66, 30.57, 41.17], [-13.45, 31.46, 42.01], [-17.13, 28.97, 40.99], [-19.44, 28.12, 40.44], [-21.20, 29.96, 43.66], [-18.86, 30.96, 44.34], [-22.24, 29.36, 41.36], [-22.21, 28.07, 42.58], [-21.61, 27.75, 40.90], [-19.77, 31.50, 28.70], [-19.53, 30.11, 28.84], [-19.72, 29.26, 27.78], [-19.64, 27.87, 28.01], [-19.19, 27.38, 29.30], [-18.94, 28.31, 30.27], [-19.20, 29.67, 30.09], [-18.97, 25.96, 29.60], [-17.72, 25.45, 30.08], [-17.59, 24.06, 30.31], [-18.70, 23.28, 30.23], [-19.89, 23.78, 29.83], [-20.10, 25.13, 29.50], [-18.62, 21.88, 30.66], [-18.76, 31.83, 28.48], [-20.11, 31.96, 29.63], [-20.48, 31.73, 27.90], [-19.90, 29.58, 26.76], [-19.64, 27.09, 27.25], [-18.48, 28.02, 31.21], [-18.86, 30.41, 30.80], [-16.86, 26.10, 30.12], [-16.69, 23.57, 30.66], [-20.77, 23.17, 29.88], [-21.11, 25.47, 29.30], [-19.54, 21.64, 31.19], [-17.80, 21.72, 31.35], [-18.55, 21.22, 29.80], [-14.36, 31.50, 35.27], [-14.85, 30.28, 35.72], [-14.73, 32.46, 36.18], [-13.00, 31.46, 35.21], [-14.88, 31.89, 34.09], [-11.56, 35.88, 31.69], [-11.16, 35.79, 30.34], [-10.75, 36.99, 29.91], [-10.97, 37.90, 31.00], [-11.44, 37.19, 32.06], [-11.93, 35.17, 32.30], [-11.14, 34.84, 29.84], [-10.32, 37.22, 28.94], [-10.77, 38.96, 30.91], [-11.62, 37.41, 33.11], [-20.97, 23.20, 35.17], [-20.17, 24.28, 34.99], [-18.88, 23.96, 35.45], [-18.94, 22.67, 35.95], [-20.22, 22.23, 35.79], [-21.87, 23.08, 34.73], [-20.44, 25.11, 34.37], [-17.96, 24.51, 35.38], [-18.14, 22.04, 36.31], [-20.65, 21.26, 36.02], [-8.99, 34.84, 38.41], [-8.83, 35.92, 39.28], [-7.81, 35.69, 40.19], [-7.34, 34.40, 39.91], [-8.06, 33.92, 38.80], [-9.58, 34.76, 37.60], [-9.45, 36.80, 39.22], [-7.50, 36.40, 40.93], [-6.69, 33.89, 40.60], [-7.91, 33.09, 38.13], [-24.03, 32.01, 37.20], [-22.65, 32.15, 36.95], [-22.11, 33.02, 37.81], [-23.18, 33.59, 38.53], [-24.34, 32.91, 38.21], [-24.66, 31.40, 36.69], [-22.25, 31.54, 36.15], [-21.10, 33.38, 37.90], [-23.08, 34.38, 39.26], [-25.33, 33.02, 38.63], [-16.71, 38.45, 31.00], [-17.45, 39.31, 30.22], [-18.72, 39.36, 30.80], [-18.71, 38.62, 32.02], [-17.47, 38.08, 32.06], [-15.74, 38.24, 30.79], [-17.00, 39.68, 29.31], [-19.50, 40.00, 30.41], [-19.51, 38.38, 32.70], [-17.05, 37.28, 32.65], [-11.34, 27.15, 31.47], [-11.28, 27.36, 30.12], [-11.24, 26.08, 29.56], [-11.13, 25.20, 30.59], [-11.34, 25.86, 31.77], [-11.31, 27.88, 32.17], [-11.41, 28.30, 29.60], [-11.12, 25.88, 28.50], [-10.95, 24.15, 30.42], [-11.42, 25.53, 32.80]]
}

Number 1: orbital gap 9.43 eV, HOMO energy -9.396 eV. Number 2: orbital gap 2.42 eV, HOMO energy -10.902 eV.